# C4H6AgO5

A molecular structure, C4H6AgO5 in a non-equilibrium geometry (ωB97M-V/def2-TZVPD, OMol25).

Results
Frontier orbital gap in eV: 8.245
F_max in eV Å⁻¹: 5.47
Net charge: +1

Geometry (Å):
O 2.961 -0.706 0.577
C 1.997 -0.731 -0.312
O 1.205 0.329 -0.328
O 2.110 -1.443 -1.313
H 2.877 0.020 1.208
C 0.676 -0.879 -3.289
C 0.311 0.457 -3.268
O -0.893 0.689 -2.566
C -1.594 1.789 -2.769
O -2.248 1.921 -1.631
Ag -1.286 0.523 -0.024
H 1.424 -1.150 -4.034
H 0.028 -1.579 -2.755
H 0.353 1.055 -4.180
H 1.318 0.761 -1.477
H -2.870 2.659 -1.658

# C4H6BF5NO2

A gas-phase ion, C4H6BF5NO2 (charge -1) in a non-equilibrium geometry (ωB97M-V/def2-TZVPD, OMol25).

Results
Frontier orbital gap in eV: 7.511
F_max in eV Å⁻¹: 1.10
Net charge: -1

Geometry (Å):
N -0.071 -0.588 2.066
C -0.640 -0.851 0.771
O -0.504 -2.187 0.388
B -0.809 -2.197 -1.094
O -0.805 -0.711 -1.480
C -0.033 -0.169 -0.460
C -0.050 1.348 -0.500
F -0.318 1.799 -1.755
F -0.998 1.880 0.310
C 1.320 1.991 -0.111
F 1.142 3.130 0.591
F 2.049 2.297 -1.207
F 2.061 1.174 0.660
H 0.888 -0.289 2.026
H -0.628 0.055 2.597
H -1.715 -0.659 0.805
H -1.931 -2.663 -1.289
H 0.078 -2.743 -1.759
H 0.963 -0.617 -0.558

# C4H6BaO2

A molecular structure, C4H6BaO2 in a non-equilibrium geometry (ωB97M-V/def2-TZVPD, OMol25).

Results
Frontier orbital gap in eV: 4.430
F_max in eV Å⁻¹: 2.21

Geometry (Å):
C 0.519 -0.880 -0.154
O 0.735 -2.190 -0.480
H 1.358 -0.368 -0.630
H 1.670 -2.363 -0.643
C 0.337 1.958 -0.735
C -0.725 1.344 -0.176
H 1.364 1.591 -0.791
H 0.239 2.946 -1.187
H -1.451 1.899 0.427
C -0.735 -0.126 0.024
O -0.149 -0.759 1.180
Ba -1.430 -2.498 3.329
H -1.730 -0.554 -0.163